# 1
C15H33HgNO8S | wB97M-V/def2-TZVPD

Last column: natural (NBO) charge in e.
Atoms and positions in Å:
Hg (1.05271, -1.38284, -0.65569)  0.3623
C (6.42220, -5.56882, 0.29090)  -0.7428
C (5.19562, -4.66919, 0.05809)  0.7516
O (5.06095, -3.67046, 0.77372)  -0.4409
O (4.23811, -4.86740, -0.73204)  -0.4169
H (6.70145, -5.41636, 1.33344)  0.2450
H (7.21790, -5.03866, -0.23242)  0.2452
H (6.34792, -6.63658, 0.08476)  0.2425
C (-2.24341, 2.51603, -5.21071)  -0.7388
C (-1.57082, 1.50783, -4.23007)  0.7534
O (-0.74545, 0.60359, -4.61171)  -0.4991
O (-1.80670, 1.65855, -2.98036)  -0.4687
H (-2.29626, 3.52840, -4.81019)  0.2368
H (-3.28624, 2.21455, -5.30916)  0.2354
H (-1.77379, 2.45828, -6.19267)  0.2337
C (-0.71156, 0.41479, 5.95817)  -0.6294
C (-0.87305, 0.87079, 4.54422)  0.0816
C (-0.70989, 2.39873, 4.36043)  -0.6443
O (0.11170, 0.33494, 3.75406)  -0.6912
H (-1.36334, 0.93358, 6.66111)  0.2147
H (0.31059, 0.63179, 6.26838)  0.1933
H (-0.89055, -0.65138, 6.09724)  0.2223
H (-1.78078, 0.48356, 4.08141)  0.1802
H (-0.73245, 2.86984, 3.37775)  0.2260
H (0.21827, 2.81096, 4.75623)  0.1979
H (-1.54107, 2.90225, 4.85411)  0.2022
H (0.85931, 0.65257, 4.26569)  0.4466
C (-4.23276, -4.48983, -1.31057)  -0.6140
C (-4.23348, -3.88388, 0.12246)  -0.0622
C (-5.41179, -4.44334, 0.92907)  -0.0779
O (-5.20409, -4.18176, 2.30404)  -0.5604
C (-6.32422, -4.25618, 3.19897)  -0.2404
N (-2.93755, -4.25862, 0.62760)  -0.8028
H (-3.33043, -4.17977, -1.83761)  0.2279
H (-5.09653, -4.12695, -1.86764)  0.2050
H (-4.18531, -5.57843, -1.28276)  0.1959
H (-4.36919, -2.80480, 0.05003)  0.1847
H (-5.46082, -5.51037, 0.71188)  0.1555
H (-6.27444, -3.94675, 0.48485)  0.1681
H (-7.07235, -3.54946, 2.83994)  0.1694
H (-5.96640, -3.95862, 4.18464)  0.1931
H (-6.77673, -5.23987, 3.32431)  0.1694
H (-3.00778, -4.13688, 1.62779)  0.3584
H (-3.00145, -5.26653, 0.61641)  0.3317
C (3.68536, 6.16063, -3.77455)  -0.4203
C (3.21447, 6.38062, -2.33063)  -0.4061
C (4.41129, 5.81228, -1.43987)  -0.6311
S (4.71084, 4.14845, -2.24157)  2.0558
O (3.64126, 3.20675, -1.82898)  -0.9237
O (6.11209, 3.76731, -1.94404)  -0.9157
C (4.33490, 4.80780, -3.95853)  -0.6172
H (4.45675, 6.90617, -3.96752)  0.2044
H (2.95865, 6.34001, -4.56691)  0.2301
H (2.27722, 5.83801, -2.20722)  0.2249
H (3.05828, 7.44059, -2.13023)  0.2224
H (4.15314, 5.66468, -0.39122)  0.2509
H (5.27127, 6.47566, -1.53180)  0.2317
H (3.85447, 4.05600, -4.58468)  0.2547
H (5.33392, 4.91773, -4.38038)  0.2393

Properties
max |F|	2.55	eV/A
orbital gap	1.837	eV
multiplicity	1
HOMO level	-8.1	eV
charge	0
relative energy (zero: lowest compared OMol25 entry of this formula, charge and spin)	232.95	kcal per mole
molecular weight	588.1	g/mol
LUMO level	-6.24	eV



# 2
C15H33N2O9P2 | wB97M-V/def2-TZVPD

Last column: natural (NBO) charge in e.
Atoms and positions in Å:
C (-3.62102, -2.33166, -0.67781)  -0.6583
C (-5.04324, -1.60115, -0.54838)  -0.0860
O (-5.27577, -0.99255, 0.78332)  -0.5076
C (-4.83749, 0.37038, 0.60639)  0.2575
C (-3.32789, 0.71126, 0.63065)  0.0296
N (-2.77812, 2.02771, 0.42510)  -0.4948
C (-3.69206, 3.10558, 0.17969)  0.3083
C (-3.12002, 4.58413, -0.10333)  -0.6721
C (-5.24800, 2.95659, 0.16465)  -0.2482
C (-5.84376, 1.53509, 0.38896)  0.0710
C (-7.43946, 1.36335, 0.38302)  -0.2632
N (-7.82874, 0.36804, -0.67118)  -0.7963
H (-2.76250, -1.58875, -0.90666)  0.2044
H (-3.38617, -2.90409, 0.28330)  0.2353
H (-3.66758, -3.04501, -1.56680)  0.2404
H (-5.85212, -2.35356, -0.82928)  0.2284
H (-5.04685, -0.75244, -1.33387)  0.1748
H (-2.61208, -0.16830, 0.81111)  0.2630
H (-1.73994, 2.11160, 0.46229)  0.4956
H (-2.02869, 4.65427, 0.22359)  0.2688
H (-3.81091, 5.35418, 0.37561)  0.2536
H (-3.17437, 4.75622, -1.24646)  0.2576
H (-5.91900, 3.85660, -0.03463)  0.2702
H (-7.87850, 2.39628, 0.10906)  0.2032
H (-7.85042, 1.11443, 1.43239)  0.2360
H (-8.38689, 0.91263, -1.35660)  0.3693
H (-6.94621, 0.16367, -1.18515)  0.3497
C (1.55219, -0.12936, -1.82525)  -0.2734
O (0.92169, 0.85074, -1.02082)  -0.7049
P (1.74375, 1.79376, 0.15605)  2.3064
O (0.70597, 2.90256, 0.01633)  -1.0729
O (2.98324, 2.03526, -0.90179)  -0.8398
C (2.78476, 2.70352, -2.13560)  -0.2469
O (2.57544, 2.69211, 1.35514)  -0.6560
C (3.99660, 2.70093, 1.38366)  -0.2631
H (0.90846, -1.00729, -1.87665)  0.1811
H (1.65336, 0.25464, -2.84344)  0.1832
H (2.52081, -0.41700, -1.42142)  0.2263
H (1.74031, 2.96720, -2.31457)  0.2003
H (3.12856, 2.05427, -2.93960)  0.1797
H (3.40217, 3.60307, -2.15897)  0.1944
H (4.37211, 3.43146, 0.66520)  0.1896
H (4.40647, 1.71254, 1.16987)  0.2092
H (4.32026, 3.01020, 2.37958)  0.1915
C (7.27291, -2.45107, 1.22950)  -0.2661
O (6.09886, -1.78160, 0.80853)  -0.6817
P (4.75970, -2.56483, 0.07277)  2.3003
O (3.79838, -1.48704, 0.54923)  -1.0534
O (4.86206, -3.78315, 1.17833)  -0.8471
C (4.66449, -3.54631, 2.56209)  -0.2481
O (3.50847, -3.40375, -0.75035)  -0.6744
C (3.47340, -4.82492, -0.74229)  -0.2561
H (8.13812, -1.85375, 0.94338)  0.1939
H (7.27540, -2.51746, 2.32003)  0.1920
H (7.35402, -3.43928, 0.78202)  0.1921
H (4.50791, -2.49124, 2.79577)  0.2052
H (5.54047, -3.90218, 3.10232)  0.1821
H (3.81081, -4.13207, 2.90723)  0.1918
H (3.01224, -5.17421, 0.18298)  0.1910
H (4.47174, -5.25005, -0.85244)  0.1927
H (2.85271, -5.16021, -1.57581)  0.1908

Properties
max |F|	9.04	eV/A
orbital gap	7.518	eV
multiplicity	1
HOMO level	-11.8	eV
charge	+1
relative energy (zero: lowest compared OMol25 entry of this formula, charge and spin)	0.00	kcal per mole
molecular weight	447.4	g/mol
LUMO level	-4.29	eV



# 3
C15H33N3O5P | wB97M-V/def2-TZVPD

Last column: natural (NBO) charge in e.
Atoms and positions in Å:
N (-3.23733, 2.36210, -1.82127)  -0.5154
C (-4.14013, 1.32949, -1.84772)  0.0785
C (-3.86193, -0.25827, -2.01401)  -0.3161
N (-2.49064, -0.77786, -1.70789)  -0.4309
C (-2.31237, -1.99949, -2.63704)  -0.2329
C (-0.99878, -2.90559, -2.30835)  -0.4502
C (0.06487, -2.26820, -1.24113)  -0.4736
C (-0.67154, -1.55561, 0.03758)  -0.4323
C (-2.29442, -1.31974, -0.29681)  -0.3894
P (-2.88617, -0.08183, 1.07991)  1.1775
N (-4.49665, -0.58687, 1.72906)  -1.0974
O (-1.69839, -0.08690, 2.39900)  -0.9416
H (-2.29976, 1.91996, -1.91577)  0.3052
H (-5.28689, 1.66189, -1.78947)  0.2318
H (-4.12179, -0.56337, -3.13227)  0.2682
H (-4.62685, -0.88352, -1.34383)  0.2472
H (-1.68758, -0.15587, -1.93617)  0.4561
H (-2.16325, -1.56230, -3.73631)  0.2429
H (-3.29980, -2.62889, -2.54217)  0.2399
H (-0.40585, -3.06260, -3.33046)  0.2496
H (-1.37697, -3.96767, -1.96894)  0.2361
H (0.88957, -1.57021, -1.74476)  0.2893
H (0.68216, -3.18919, -0.79806)  0.2459
H (-0.61172, -2.20892, 1.00978)  0.2557
H (-0.18675, -0.51016, 0.24145)  0.2504
H (-2.93337, -2.29788, -0.11162)  0.2376
H (-4.27521, -0.89899, 2.70744)  0.3893
H (-4.80770, -1.39275, 1.12624)  0.3751
H (-2.04599, -0.68205, 3.13361)  0.4829
O (0.18386, 0.78905, 7.50127)  -0.5723
C (0.48689, 1.47914, 6.52684)  0.7923
O (0.71428, 2.80269, 6.67376)  -0.5018
C (1.24082, 3.65936, 5.64436)  -0.0689
C (0.13373, 4.14655, 4.72954)  -0.6379
C (0.52102, 0.88147, 5.15080)  -0.7420
H (2.05225, 3.16683, 5.10025)  0.1753
H (1.68790, 4.51862, 6.15494)  0.2057
H (-0.35394, 3.31987, 4.20878)  0.2039
H (0.53060, 4.84084, 3.98080)  0.2204
H (-0.64250, 4.65853, 5.30789)  0.2248
H (-0.49432, 0.85059, 4.75043)  0.2376
H (0.91386, -0.13748, 5.22633)  0.2450
H (1.17475, 1.40863, 4.45953)  0.2177
O (1.80679, 0.18594, -2.36918)  -0.6281
C (2.78822, -0.08160, -3.06401)  0.8197
O (3.53210, -1.17769, -2.79891)  -0.5055
C (4.58388, -1.67449, -3.64610)  -0.0704
C (5.88916, -0.95617, -3.36300)  -0.6397
C (3.22508, 0.84968, -4.15659)  -0.7460
H (4.29517, -1.62608, -4.70032)  0.1810
H (4.69983, -2.73643, -3.40577)  0.2066
H (5.81661, 0.11283, -3.57368)  0.2098
H (6.69855, -1.37436, -3.97141)  0.2314
H (6.15734, -1.05315, -2.30572)  0.2261
H (3.81612, 1.65776, -3.72091)  0.2604
H (2.33198, 1.26729, -4.63228)  0.2482
H (3.79123, 0.36305, -4.94766)  0.2273

Properties
max |F|	6.31	eV/A
orbital gap	9.013	eV
multiplicity	1
HOMO level	-11.6	eV
charge	+1
molecular weight	366.4	g/mol
LUMO level	-2.62	eV



# 4
C15H34N8Pt | wB97M-V/def2-TZVPD

Last column: natural (NBO) charge in e.
Atoms and positions in Å:
Pt (-0.57232, 0.79646, 0.70991)  1.4573
N (0.91739, 1.99843, -0.28413)  -0.6803
C (0.48102, 3.39381, -0.58812)  -0.2564
C (-0.12870, 3.95331, 0.67905)  -0.2658
N (-1.30171, 3.13848, 1.10279)  -0.2500
C (-2.53627, 3.35646, 0.28161)  -0.2842
C (-2.63686, 2.34949, -0.83517)  -0.2450
N (-2.41305, 1.01436, -0.22436)  -0.7179
C (-1.59390, 3.19729, 2.55604)  -0.2701
C (-2.34989, 1.95384, 2.98162)  -0.2551
N (-1.49444, 0.77609, 2.64912)  -0.7755
H (1.68514, 2.03011, 0.38929)  0.4317
H (1.26263, 1.51755, -1.11881)  0.4522
H (-0.19743, 3.38626, -1.43420)  0.2349
H (1.34086, 4.00548, -0.87811)  0.2948
H (-0.42350, 4.99993, 0.54857)  0.2923
H (0.60810, 3.92812, 1.48388)  0.2421
H (-2.54945, 4.36965, -0.12921)  0.2952
H (-3.39728, 3.26879, 0.94230)  0.2491
H (-1.88872, 2.48097, -1.61027)  0.2262
H (-3.61514, 2.42334, -1.31595)  0.2908
H (-2.45360, 0.29596, -0.95115)  0.4570
H (-3.16024, 0.81995, 0.44436)  0.4237
H (-2.17157, 4.09816, 2.79442)  0.2947
H (-0.65080, 3.27038, 3.09982)  0.2457
H (-3.32369, 1.84171, 2.50743)  0.2279
H (-2.53151, 1.99922, 4.05791)  0.2942
H (-2.00779, -0.09516, 2.80536)  0.4532
H (-0.69372, 0.76472, 3.28212)  0.4375
N (-0.31647, -0.54373, -0.83793)  -0.6884
C (-0.21824, -1.39738, -1.64321)  0.7408
N (-0.11847, -2.31173, -2.50669)  -0.4055
C (-0.37009, -2.03919, -3.96152)  -0.1995
C (0.70277, -2.67400, -4.83504)  -0.4207
C (1.06289, -4.10482, -4.44144)  -0.4223
C (1.25598, -4.33050, -2.94507)  -0.4192
C (0.14040, -3.73405, -2.10440)  -0.1975
H (-0.42997, -0.96318, -4.11993)  0.2158
H (-1.34474, -2.46866, -4.20397)  0.2348
H (1.59126, -2.03701, -4.80369)  0.2168
H (0.33789, -2.63730, -5.86152)  0.2693
H (1.98067, -4.38436, -4.95814)  0.2635
H (0.33035, -4.81131, -4.84165)  0.2357
H (2.20906, -3.90777, -2.61358)  0.2135
H (1.28967, -5.39591, -2.71633)  0.2677
H (0.36521, -3.77285, -1.03989)  0.2178
H (-0.78567, -4.28659, -2.27827)  0.2369
C (3.84595, -0.65796, 3.49667)  -0.3986
N (2.52547, -1.25477, 3.14007)  -0.3972
C (2.20493, -2.59760, 3.70339)  -0.4002
C (1.69135, -0.62550, 2.41789)  0.7280
N (0.93776, -0.06075, 1.71926)  -0.6640
H (4.62870, -1.33792, 3.16717)  0.2583
H (3.89623, -0.55062, 4.57833)  0.2543
H (3.96550, 0.30859, 3.01585)  0.2238
H (2.96417, -3.30053, 3.36724)  0.2573
H (1.22270, -2.92161, 3.37081)  0.2239
H (2.23112, -2.53411, 4.78942)  0.2545

Properties
max |F|	1.35	eV/A
orbital gap (spin up / spin down)	4.100 / 4.457	eV
multiplicity	1
HOMO level (spin up / spin down)	-20.4 / -20.4	eV
charge	+4
molecular weight	521.6	g/mol
LUMO level (spin up / spin down)	-16.32 / -15.95	eV